1.
Here is a 7-piece molecular cluster, C23H51N6O9 overall from the Open Molecules 2025 dataset. Energies are from ωB97M-V/def2-TZVPD.

Structure (ORCA input):
```
! RIJCOSX wB97M-V def2-TZVPD def2/J DEFGRID3
* xyz -1 1
O -0.28 1.38 2.07
C -0.54 1.16 0.85
O -1.71 1.08 0.36
C 0.67 0.99 -0.08
C 0.55 -0.25 -0.97
C 1.23 -0.02 -2.35
C 2.14 -1.17 -2.77
O 2.91 -0.76 -3.92
H 1.56 0.88 0.55
H 0.80 1.89 -0.67
H -0.50 -0.48 -1.16
H 0.98 -1.10 -0.44
H 1.86 0.86 -2.34
H 0.45 0.13 -3.09
H 2.88 -1.32 -1.99
H 1.58 -2.08 -2.99
H 2.34 -0.84 -4.69
C -0.69 -2.23 1.31
O 0.28 -2.64 0.70
N -1.44 -2.94 2.17
C -2.57 -2.34 2.85
C -1.12 -4.33 2.41
H -1.03 -1.18 1.21
H -2.41 -2.40 3.93
H -3.48 -2.87 2.59
H -2.67 -1.29 2.57
H -0.10 -4.42 2.80
H -1.16 -4.89 1.47
H -1.82 -4.76 3.12
C -6.34 -1.94 1.58
O -6.25 -2.80 2.44
N -6.76 -0.68 1.79
C -6.83 0.29 0.72
C -7.16 -0.28 3.14
H -6.06 -2.13 0.53
H -6.19 1.14 0.95
H -7.86 0.64 0.60
H -6.50 -0.16 -0.22
H -6.33 -0.41 3.84
H -7.98 -0.91 3.48
H -7.47 0.76 3.13
C -5.91 0.64 6.68
O -5.97 -0.14 5.75
N -6.45 0.42 7.89
C -6.36 1.39 8.96
C -7.15 -0.84 8.12
H -5.41 1.62 6.60
H -5.84 0.95 9.82
H -7.36 1.69 9.28
H -5.82 2.26 8.63
H -6.47 -1.67 7.96
H -7.98 -0.94 7.42
H -7.53 -0.87 9.14
C 1.37 1.10 -6.72
O 1.98 0.08 -6.48
N 1.94 2.29 -6.97
C 1.16 3.48 -7.25
C 3.40 2.39 -6.95
H 0.27 1.13 -6.75
H 1.41 3.86 -8.24
H 1.37 4.24 -6.50
H 0.10 3.24 -7.22
H 3.81 1.71 -7.70
H 3.77 2.10 -5.98
H 3.70 3.41 -7.17
C 4.68 -1.79 2.34
O 4.56 -1.19 1.30
N 3.94 -2.85 2.72
C 4.16 -3.52 3.98
C 2.89 -3.34 1.82
H 5.44 -1.51 3.10
H 4.42 -4.57 3.80
H 3.25 -3.48 4.58
H 4.97 -3.04 4.53
H 3.34 -3.62 0.87
H 2.17 -2.56 1.64
H 2.40 -4.20 2.27
C 6.49 2.69 -5.68
O 5.55 2.85 -4.94
N 7.47 3.60 -5.88
C 8.58 3.36 -6.78
C 7.40 4.87 -5.17
H 6.64 1.77 -6.26
H 9.52 3.41 -6.23
H 8.59 4.11 -7.57
H 8.48 2.37 -7.23
H 7.40 4.69 -4.09
H 6.47 5.39 -5.43
H 8.25 5.49 -5.44
*
```

Properties
HOMO energy = -3.74 eV
E_LUMO = 2.049 eV
Orbital gap = 0.2126 Eh

***

2.
Here is C2H4CuLiO as an isolated structure from the Open Molecules 2025 dataset. Energies are from ωB97M-V/def2-TZVPD.

Structure (ORCA input):
```
! RIJCOSX wB97M-V def2-TZVPD def2/J DEFGRID3
* xyz 1 2
O 0.85 0.07 0.09
Cu -0.51 0.63 1.82
C 0.68 -0.40 -1.08
C -0.55 0.02 -1.77
H 1.56 -0.83 -1.56
H -0.89 1.00 -1.43
H -1.46 -0.51 -2.04
Li 1.77 0.18 1.77
H 0.10 -0.76 -2.36
*
```

Properties
<S²> = 0.753
HOMO energy (spin up / spin down) = -11.11 / -14.12 eV
E_LUMO (spin up / spin down) = -5.099 / -5.142 eV
Orbital gap (spin up / spin down) = 0.2210 / 0.3301 Eh

***

3.
Here is C23H44HfNO3P3 as an isolated structure from the Open Molecules 2025 dataset. Energies are from ωB97M-V/def2-TZVPD.

Structure (ORCA input):
```
! RIJCOSX wB97M-V def2-TZVPD def2/J DEFGRID3
* xyz 4 1
P 2.62 -0.29 -0.71
C 3.32 -0.58 0.96
H 4.41 -0.60 0.90
H 2.96 -1.54 1.36
H 3.02 0.24 1.63
C 3.23 -1.81 -1.52
H 3.14 -1.72 -2.61
H 2.61 -2.65 -1.17
H 4.28 -2.00 -1.26
C 3.73 1.02 -1.31
H 4.77 0.66 -1.32
H 3.66 1.89 -0.64
H 3.42 1.30 -2.32
P -0.89 2.99 -1.10
C -0.97 4.10 0.35
H -1.48 5.01 0.04
H 0.05 4.34 0.69
H -1.53 3.62 1.15
C 0.01 4.09 -2.24
H -0.12 3.75 -3.27
H 1.07 4.09 -1.96
H -0.40 5.11 -2.14
C -2.60 3.22 -1.71
H -2.76 4.29 -1.91
H -3.32 2.88 -0.95
H -2.72 2.64 -2.63
P -2.20 -1.62 -0.67
C -3.00 -1.92 0.95
H -3.58 -2.85 0.89
H -3.67 -1.08 1.19
H -2.24 -2.01 1.73
C -3.66 -1.58 -1.76
H -4.37 -2.38 -1.48
H -3.36 -1.73 -2.80
H -4.14 -0.61 -1.65
C -1.50 -3.29 -0.95
H -2.30 -4.05 -0.98
H -0.81 -3.53 -0.13
H -0.95 -3.30 -1.90
Hf -0.13 0.24 -0.69
C 1.02 1.70 0.43
O 1.56 2.35 1.26
C -1.90 0.98 0.35
O -2.76 1.39 1.05
C -1.46 0.05 -4.06
C -0.81 -1.18 -3.90
C 0.59 -1.23 -3.85
C 1.34 -0.06 -3.96
C 0.69 1.17 -4.12
C -0.71 1.23 -4.16
H -2.55 0.10 -4.11
H -1.39 -2.10 -3.82
H 1.08 -2.20 -3.74
H 2.42 -0.09 -3.93
H 1.28 2.08 -4.21
H -1.22 2.18 -4.29
O 0.20 -0.89 1.01
C 0.16 -1.04 2.29
C 0.74 -2.25 2.96
C 1.79 -1.89 4.00
C 1.22 -1.50 5.36
C 0.41 -0.22 5.38
C -0.80 -0.25 4.45
N -0.42 -0.09 3.03
H -0.08 -2.85 3.41
H 1.16 -2.87 2.16
H 2.45 -2.75 4.14
H 2.43 -1.08 3.63
H 0.61 -2.33 5.75
H 2.06 -1.37 6.06
H 0.02 -0.05 6.39
H 1.03 0.65 5.13
H -1.35 -1.20 4.58
H -1.51 0.56 4.69
H -0.86 0.70 2.54
*
```

Properties
HOMO energy = -21.36 eV
E_LUMO = -15.049 eV
Orbital gap = 0.2319 Eh

***

4.
Here is C7H12N2 as an isolated structure from the Open Molecules 2025 dataset. Energies are from ωB97M-V/def2-TZVPD.

Structure (ORCA input):
```
! RIJCOSX wB97M-V def2-TZVPD def2/J DEFGRID3
* xyz 0 1
C 0.80 0.37 -0.02
C -0.04 1.68 -0.17
C -1.50 1.13 -0.04
C -1.31 -0.38 -0.38
C -0.68 -1.21 0.69
C 0.47 -0.33 1.27
C 0.11 -0.68 -1.05
H 2.58 0.86 -0.83
H 2.30 -0.66 -0.59
H 0.33 2.33 -1.08
H 0.25 2.25 0.74
H -1.79 1.06 1.02
H -2.25 1.64 -0.57
H -2.15 -0.87 -0.76
H -1.00 -1.74 1.56
H 0.39 0.52 2.04
H 1.25 -1.02 1.59
H -0.36 -2.65 -0.86
H 0.15 -0.58 -2.10
N 2.26 0.29 -0.10
N 0.19 -2.00 -0.36
*
```

Properties
HOMO energy = -8.56 eV
E_LUMO = 1.049 eV
Orbital gap = 0.3531 Eh

***

Energy above the lowest of the compared OMol25 structures with the same formula, charge and spin (computed, kcal per mole): 0.0, 69.7, 0.0, 58.2
Maximum force (computed, hartree/bohr): 0.0264, 0.1301, 0.1717, 0.0748